No. 1
{"formula": "CHClOS2", "method": "the ωB97M-V functional and the def2-TZVPD basis", "species": ["C", "O", "S", "S", "Cl", "H"], "coordinates": [[-0.1390, -1.0744, -0.2135], [0.8660, -0.9673, -0.8009], [0.8788, 1.8258, 0.6640], [-0.8973, 0.8996, 1.0327], [-1.3262, -2.2697, -0.1373], [0.6177, 1.5860, -0.5449]], "gap_ev": [7.6, 7.6], "lumo_energy_ev": [-1.117, -1.119], "e_above_lowest_kcal_mol": 39.6, "mol_weight_g_mol": 128.61}

***

No. 2
{"formula": "C3H7NO3", "method": "the ωB97M-V functional and the def2-TZVPD basis", "species": ["C", "C", "C", "N", "O", "O", "O", "H", "H", "H", "H", "H", "H", "H"], "coordinates": [[-0.2247, -1.3061, -0.1371], [0.7135, 1.0321, -0.1252], [-0.6193, 0.3048, 0.1790], [-1.6052, 0.4019, -0.8796], [-2.7750, 0.6211, -0.5172], [0.5618, 2.4287, -0.1987], [-1.0647, 0.4810, 1.4696], [-1.0007, -1.9840, -0.3950], [0.2419, -1.6287, 0.7799], [0.5163, -1.2221, -0.9436], [0.9339, 0.7758, -1.1361], [1.4404, 0.6724, 0.5577], [0.1509, 2.5871, 0.5948], [-2.0077, 0.3379, 1.4203]], "gap_ev": 9.5, "lumo_energy_ev": -0.317, "smiles": "C[C@@](O)(CO)N=O", "e_above_lowest_kcal_mol": 105.2, "mol_weight_g_mol": 105.09}

***

No. 3
{"formula": "C11H24IN2O4Zr", "method": "the ωB97M-V functional and the def2-TZVPD basis", "species": ["Zr", "C", "N", "C", "C", "O", "C", "O", "C", "C", "O", "N", "C", "C", "H", "H", "H", "H", "H", "H", "H", "H", "H", "H", "H", "H", "H", "H", "H", "H", "C", "C", "O", "H", "H", "H", "H", "H", "H", "I", "C", "H", "H"], "coordinates": [[-0.4817, -0.6421, -1.2156], [4.1461, -0.8301, -0.3421], [3.1401, -1.0343, 0.7126], [3.6583, -1.5258, 1.9930], [1.8876, -0.8187, 0.4911], [1.4263, -0.4546, -0.6599], [0.8166, -0.9876, 1.5716], [-0.4108, -0.3989, 1.0779], [-0.6167, 0.9949, 1.4427], [-0.7382, 1.8854, 0.2008], [-0.7259, 1.3050, -0.9569], [-0.8862, 3.1632, 0.3350], [-0.9815, 3.8314, 1.6376], [-1.0398, 4.0464, -0.8317], [4.5056, -1.7958, -0.6981], [3.7279, -0.2711, -1.1702], [4.9882, -0.2837, 0.0792], [4.4654, -2.2251, 1.7854], [4.0743, -0.7081, 2.5830], [2.8970, -2.0429, 2.5729], [0.6188, -2.0468, 1.7460], [1.1116, -0.5313, 2.5152], [-1.5367, 1.0491, 2.0274], [0.2064, 1.3469, 2.0639], [-0.4280, 3.3114, 2.4155], [-0.5798, 4.8370, 1.5451], [-2.0271, 3.9151, 1.9402], [-1.0448, 3.4769, -1.7527], [-1.9723, 4.6023, -0.7374], [-0.2174, 4.7604, -0.8540], [-3.1660, -2.5560, -0.2321], [-3.2131, -1.9238, -1.6093], [-2.5466, -0.5894, -1.5438], [-3.4811, -3.5974, -0.2955], [-3.8377, -2.0499, 0.4607], [-2.1475, -2.5420, 0.1790], [-4.2364, -1.7940, -1.9519], [-2.6824, -2.5191, -2.3507], [-3.2093, 0.0993, -1.6823], [0.3815, -3.4076, -1.8365], [-0.0100, -1.6240, -3.1375], [-0.7588, -1.9777, -3.8462], [0.9241, -1.4472, -3.6714]], "gap_ev": 8.6, "lumo_energy_ev": -10.738, "total_charge": 3, "e_above_lowest_kcal_mol": 14.3, "mol_weight_g_mol": 466.45}

***

No. 4
{"formula": "C37H30BrGeO3Pd", "method": "the ωB97M-V functional and the def2-TZVPD basis", "species": ["Pd", "O", "C", "C", "O", "O", "C", "C", "C", "C", "C", "C", "C", "C", "C", "C", "C", "C", "H", "H", "H", "H", "H", "H", "H", "H", "H", "H", "H", "Br", "C", "C", "C", "C", "C", "C", "H", "H", "H", "H", "C", "Ge", "C", "C", "C", "C", "C", "C", "C", "C", "C", "C", "C", "C", "C", "C", "C", "C", "H", "H", "H", "H", "H", "H", "H", "H", "H", "H", "H", "H", "H", "H", "H"], "coordinates": [[-0.1121, -0.8072, -0.8428], [-0.0508, -1.7583, 1.5224], [-0.8637, -2.8798, 1.8759], [-1.3135, -3.6367, 0.5318], [-1.7176, -4.7904, 0.7528], [-1.2389, -2.9647, -0.5168], [-2.1725, -2.4197, 2.4757], [-3.0183, -3.2836, 3.1779], [-4.2362, -2.8363, 3.6708], [-4.6473, -1.5244, 3.4557], [-3.8454, -0.6813, 2.7000], [-2.6259, -1.1286, 2.2047], [0.0081, -3.8210, 2.6910], [1.1036, -4.3892, 2.0353], [1.9855, -5.2181, 2.7058], [1.7979, -5.4957, 4.0592], [0.7364, -4.9096, 4.7278], [-0.1482, -4.0733, 4.0474], [-0.0849, -1.1237, 2.2474], [-2.7339, -4.3218, 3.2824], [-4.8771, -3.5222, 4.2140], [-5.5932, -1.1740, 3.8526], [-4.1725, 0.3289, 2.4777], [-2.0408, -0.4831, 1.5629], [1.2523, -4.1630, 0.9843], [2.8223, -5.6548, 2.1727], [2.4763, -6.1610, 4.5818], [0.5936, -5.0976, 5.7868], [-0.9609, -3.6090, 4.5915], [6.5376, -0.7471, -2.3676], [4.6655, -0.7232, -1.9110], [4.2859, -1.0044, -0.6134], [2.9242, -0.9820, -0.2994], [1.9245, -0.6887, -1.2391], [2.3845, -0.4082, -2.5392], [3.7342, -0.4222, -2.8897], [5.0302, -1.2355, 0.1396], [2.6425, -1.2035, 0.7278], [1.6646, -0.1413, -3.3053], [4.0530, -0.1900, -3.8993], [-2.9853, 1.2749, -2.7434], [-1.1909, 1.0921, -1.8535], [-1.5592, 2.4024, -0.3179], [-1.0533, 2.1457, 0.9621], [-1.3421, 2.9612, 2.0539], [-2.1580, 4.0752, 1.8929], [-2.6622, 4.3677, 0.6314], [-2.3609, 3.5424, -0.4506], [-0.1359, 2.3491, -3.0575], [-0.6470, 2.6663, -4.2967], [0.0571, 3.4542, -5.2412], [1.3049, 3.9204, -4.9572], [1.9078, 3.6098, -3.7122], [3.2231, 4.0470, -3.4097], [3.8137, 3.7226, -2.2220], [3.1074, 2.9512, -1.2721], [1.8346, 2.5281, -1.5341], [1.1872, 2.8317, -2.7607], [-3.1967, 2.3085, -3.0446], [-3.7519, 0.9563, -2.0306], [-3.0649, 0.6326, -3.6268], [-0.4110, 1.2796, 1.0843], [-0.9426, 2.7237, 3.0340], [-2.3998, 4.7072, 2.7411], [-3.2962, 5.2378, 0.4912], [-2.7580, 3.7977, -1.4307], [-1.6314, 2.2997, -4.5702], [-0.4021, 3.6847, -6.1968], [1.8540, 4.5198, -5.6776], [3.7609, 4.6326, -4.1502], [4.8285, 4.0443, -2.0125], [3.5853, 2.6686, -0.3408], [1.3156, 1.9102, -0.8136]], "gap_ev": [4.6, 5.7], "lumo_energy_ev": [4.136, 4.133], "total_charge": -2, "e_above_lowest_kcal_mol": 11.9, "multiplicity": 2, "mol_weight_g_mol": 781.58}

***

No. 5
{"formula": "C9H8N2", "method": "the ωB97M-V functional and the def2-TZVPD basis", "species": ["C", "C", "C", "C", "C", "C", "C", "C", "C", "H", "H", "H", "H", "H", "H", "H", "H", "N", "N"], "coordinates": [[1.6429, 0.0310, 2.1298], [0.2832, 0.0498, 1.3211], [-0.8405, 0.0290, 2.1612], [-1.3238, 0.1205, -0.3912], [-1.6877, -0.2050, -1.7791], [-0.6635, -0.2720, -2.7546], [0.6870, 0.0811, -2.3080], [1.0500, 0.0943, -0.9570], [0.0369, 0.0935, -0.0097], [2.2444, 0.6606, 1.3136], [1.4833, 0.8349, 3.2141], [2.0212, -1.1346, 2.2460], [-0.7454, -0.2166, 3.1895], [-2.6717, -0.6358, -2.0319], [-0.7773, -0.4898, -3.8358], [1.5379, 0.0861, -3.0133], [2.1209, 0.1409, -0.5851], [-2.0596, 0.3690, 1.6966], [-2.3381, 0.3631, 0.3937]], "gap_ev": 8.5, "lumo_energy_ev": -0.266, "e_above_lowest_kcal_mol": 86.9, "mol_weight_g_mol": 144.18}

***

No. 6
{"formula": "C42H45InN2O5P2S", "method": "the ωB97M-V functional and the def2-TZVPD basis", "species": ["In", "O", "C", "O", "C", "C", "C", "C", "C", "O", "C", "C", "O", "O", "H", "H", "H", "H", "H", "H", "H", "H", "C", "S", "C", "C", "C", "N", "P", "C", "C", "C", "C", "C", "C", "C", "C", "C", "C", "C", "C", "P", "C", "C", "C", "C", "C", "C", "C", "C", "C", "C", "C", "C", "H", "H", "H", "H", "H", "H", "H", "H", "H", "H", "H", "H", "H", "H", "H", "H", "H", "H", "H", "H", "H", "H", "H", "H", "H", "H", "H", "H", "H", "C", "C", "C", "C", "C", "C", "N", "H", "H", "H", "H", "H", "H", "H", "H"], "coordinates": [[-0.3355, 0.0885, 0.8599], [-3.9757, -0.6089, 2.8429], [-2.9787, -0.0242, 2.4712], [-1.8504, -0.5946, 2.1679], [-2.9988, 1.5129, 2.3840], [-1.6757, 2.1491, 2.8437], [-1.8903, 3.6368, 3.1336], [-2.1086, 4.1941, 1.6997], [-1.8687, 2.9418, 0.8395], [-0.8859, 2.2289, 1.6263], [-3.1099, 2.0408, 0.9147], [-3.1120, 0.9177, -0.1316], [-4.1469, 0.6036, -0.6766], [-1.9457, 0.4041, -0.4457], [-3.8332, 1.8486, 2.9942], [-1.1406, 1.5884, 3.6072], [-2.7333, 3.8149, 3.7974], [-0.9949, 4.0633, 3.5845], [-3.1125, 4.5867, 1.5503], [-1.3941, 4.9819, 1.4655], [-1.4882, 3.1224, -0.1643], [-4.0258, 2.6044, 0.7579], [4.7460, 2.9663, -6.3035], [5.8761, 2.2445, -5.0858], [4.8872, 0.8297, -4.5235], [3.7087, 1.2462, -3.6566], [2.9821, 0.0183, -3.0909], [1.9554, 0.2823, -2.0696], [2.3783, 0.4236, -0.4177], [3.8452, 1.5176, -0.4580], [3.6326, 2.8789, -0.2503], [4.6919, 3.7702, -0.3031], [5.9737, 3.3041, -0.5574], [6.1944, 1.9484, -0.7576], [5.1347, 1.0562, -0.7117], [3.1076, -1.1865, 0.0141], [3.9927, -1.2848, 1.0885], [4.3797, -2.5269, 1.5617], [3.8780, -3.6843, 0.9836], [2.9901, -3.5953, -0.0763], [2.6038, -2.3527, -0.5532], [0.3525, 0.8202, -2.3793], [0.5270, 2.1806, -3.6065], [0.4600, 2.0229, -4.9888], [0.6160, 3.1195, -5.8231], [0.8370, 4.3814, -5.2872], [0.9077, 4.5478, -3.9117], [0.7452, 3.4518, -3.0787], [-0.4024, -0.4788, -3.4054], [0.0677, -1.7817, -3.5000], [-0.6927, -2.7597, -4.1272], [-1.9311, -2.4422, -4.6594], [-2.4108, -1.1417, -4.5693], [-1.6543, -0.1692, -3.9434], [5.3276, 3.6841, -6.8775], [3.9179, 3.4744, -5.8146], [4.3749, 2.1864, -6.9673], [5.5904, 0.2128, -3.9600], [4.5656, 0.2712, -5.4054], [3.0191, 1.8394, -4.2515], [4.0740, 1.8760, -2.8478], [3.7247, -0.6462, -2.6362], [2.5119, -0.5294, -3.9137], [2.6264, 3.2322, -0.0498], [4.5247, 4.8275, -0.1433], [6.8048, 3.9959, -0.5975], [7.1956, 1.5848, -0.9503], [5.3098, 0.0020, -0.8830], [4.3798, -0.3922, 1.5627], [5.0590, -2.5873, 2.4017], [4.1734, -4.6541, 1.3622], [2.5771, -4.4922, -0.5203], [1.8992, -2.2836, -1.3717], [0.2863, 1.0442, -5.4168], [0.5679, 2.9922, -6.8973], [0.9521, 5.2350, -5.9430], [1.0837, 5.5307, -3.4936], [0.7885, 3.5729, -2.0006], [1.0379, -2.0419, -3.0972], [-0.3252, -3.7763, -4.1855], [-2.5280, -3.2066, -5.1393], [-3.3838, -0.8896, -4.9693], [-2.0341, 0.8420, -3.8555], [2.1808, 1.4081, 2.9295], [1.7682, -0.0126, 3.1612], [2.1322, -0.8578, 4.1851], [1.5487, -2.1213, 3.9196], [0.8353, -2.0063, 2.7503], [-0.0026, -3.0126, 2.0306], [0.9962, -0.7299, 2.2746], [2.4811, 1.8629, 3.8723], [1.3686, 1.9987, 2.4985], [3.0288, 1.4820, 2.2414], [2.7644, -0.6010, 5.0220], [1.6108, -3.0049, 4.5366], [0.4667, -3.9956, 2.0422], [-0.1464, -2.7030, 0.9877], [-0.9953, -3.0908, 2.4761]], "gap_ev": 6.4, "lumo_energy_ev": -0.814, "e_above_lowest_kcal_mol": 20.2, "mol_weight_g_mol": 866.66}

***

No. 7
{"formula": "C34H26N5O4S4SbSe4Tc", "method": "the ωB97M-V functional and the def2-TZVPD basis", "species": ["Tc", "S", "C", "C", "C", "C", "C", "C", "C", "C", "C", "N", "H", "H", "H", "H", "H", "H", "Se", "Sb", "Se", "Se", "Se", "O", "C", "C", "C", "C", "C", "S", "C", "C", "C", "C", "S", "C", "C", "C", "C", "S", "H", "H", "H", "H", "H", "H", "H", "H", "H", "C", "N", "C", "C", "O", "N", "C", "N", "H", "H", "H", "H", "H", "H", "H", "O", "C", "N", "C", "O", "C", "C", "C", "C", "C", "C", "H", "H", "H", "H"], "coordinates": [[-0.7027, 0.3721, 1.3615], [-0.4481, 4.6943, 2.7975], [0.0219, 3.7285, 4.1298], [-0.0153, 2.4003, 3.8457], [-0.4246, 2.1090, 2.5120], [-0.6948, 3.2714, 1.8386], [-1.1400, 3.3399, 0.4485], [-1.5654, 4.5146, -0.1753], [-2.0180, 4.4659, -1.4763], [-2.0370, 3.2447, -2.1357], [-1.5906, 2.1281, -1.4531], [-1.1435, 2.1666, -0.1958], [0.3197, 4.1905, 5.0600], [0.2237, 1.6630, 4.5971], [-1.5372, 5.4454, 0.3772], [-2.3604, 5.3663, -1.9725], [-2.3798, 3.1491, -3.1572], [-1.5796, 1.1570, -1.9266], [1.4041, -0.0404, 6.3471], [1.1004, -1.2479, 4.2667], [-1.2455, -0.9265, 3.2291], [1.5019, -0.1931, 1.9421], [1.7288, -3.5920, 4.5970], [1.5326, 1.3930, 0.0676], [2.1753, 1.6008, -1.1217], [1.9774, 3.0924, -1.5114], [1.9485, 4.0843, -0.5791], [1.7889, 5.3876, -1.1381], [1.7127, 5.3675, -2.4992], [1.8305, 3.7691, -3.0944], [3.6980, 1.3975, -0.9433], [4.3457, 0.8343, 0.1056], [5.7561, 0.6949, -0.1135], [6.1447, 1.1547, -1.3334], [4.8126, 1.7697, -2.2156], [1.7141, 0.6119, -2.2040], [0.8792, 0.7438, -3.2779], [0.6510, -0.4879, -3.9692], [1.3114, -1.5254, -3.3937], [2.1926, -1.0278, -2.0222], [2.0263, 3.8682, 0.4784], [1.7293, 6.2916, -0.5443], [1.5682, 6.1899, -3.1845], [3.8353, 0.5320, 1.0073], [6.4319, 0.2595, 0.6118], [7.1352, 1.1747, -1.7640], [0.4346, 1.6795, -3.5836], [0.0046, -0.5826, -4.8326], [1.2939, -2.5675, -3.6717], [1.5069, -6.2252, 1.8105], [0.6147, -5.2028, 1.3219], [-0.8216, -5.2619, 1.4350], [-1.2063, -3.8014, 1.1368], [-2.3614, -3.4292, 1.0991], [-0.0585, -3.0486, 0.9873], [0.9371, -3.8868, 1.1596], [2.2300, -3.4892, 1.1211], [1.0854, -7.2019, 1.5711], [1.6616, -6.1416, 2.8886], [2.4725, -6.1361, 1.3100], [-1.1510, -5.5245, 2.4452], [-1.2742, -5.9378, 0.7062], [2.3048, -2.4760, 1.1162], [2.8225, -3.9245, 1.8144], [-2.8650, 0.5819, 1.0984], [-2.8268, -0.3030, 0.2061], [-1.6559, -0.7543, -0.3282], [-2.0051, -1.8309, -1.1868], [-1.2664, -2.5396, -1.8088], [-3.5227, -1.9495, -1.2133], [-4.3384, -2.8571, -1.8456], [-5.7052, -2.7993, -1.5638], [-6.2136, -1.8531, -0.6785], [-5.3663, -0.9387, -0.0471], [-4.0242, -1.0209, -0.3425], [-3.9266, -3.5978, -2.5196], [-6.3805, -3.5123, -2.0224], [-7.2751, -1.8406, -0.4622], [-5.7393, -0.2095, 0.6603]], "gap_ev": [5.8, 5.7], "lumo_energy_ev": [3.794, 3.794], "total_charge": -2, "e_above_lowest_kcal_mol": 46.2, "multiplicity": 4, "mol_weight_g_mol": 1232.48}

***

No. 8
{"formula": "C3H21NO7", "method": "the ωB97M-V functional and the def2-TZVPD basis", "species": ["C", "N", "C", "C", "O", "H", "H", "H", "H", "H", "H", "H", "H", "H", "H", "H", "O", "H", "H", "O", "H", "H", "O", "H", "H", "O", "H", "H", "O", "H", "H", "O"], "coordinates": [[3.3158, 0.5592, -0.1915], [2.6023, 0.0281, -1.3361], [2.1526, -1.3416, -1.1916], [0.9589, -1.5269, -0.2732], [0.6841, -2.8584, 0.0901], [2.7110, 0.8499, 0.6701], [3.8159, 1.4685, -0.5364], [4.0778, -0.1253, 0.1502], [1.8100, 0.5712, -1.6641], [1.8246, -1.6686, -2.1754], [2.9768, -1.9805, -0.8563], [0.9796, -0.7944, 0.5394], [0.0692, -1.1714, -0.8137], [-0.2392, -2.8422, 0.4045], [-1.5917, 3.3249, -2.0921], [-0.6407, 3.8341, -0.8793], [-0.8709, 3.9014, -1.8098], [-2.1193, -0.1702, -0.8500], [-3.4062, -0.9866, -1.2651], [-2.8933, -0.6567, -0.5059], [-0.3714, 0.6339, 3.9188], [-1.0638, 1.8774, 4.2586], [-0.1777, 1.4921, 4.3229], [-0.3092, 1.3059, -2.7579], [0.0549, 2.0087, -1.4946], [-0.1127, 1.1060, -1.8267], [-2.2485, -2.0294, 0.2510], [-2.6678, -2.6028, 1.6428], [-1.9145, -2.4001, 1.0830], [-1.7796, -0.1029, 2.0730], [-3.0244, -0.0845, 1.1732], [-2.6025, 0.3809, 1.9421]], "gap_ev": [3.1, 8.6], "lumo_energy_ev": [3.085, 2.939], "total_charge": -1, "multiplicity": 2, "mol_weight_g_mol": 183.20}

***

No. 9
{"formula": "CH5NO2Si", "method": "the ωB97M-V functional and the def2-TZVPD basis", "species": ["C", "N", "O", "O", "Si", "H", "H", "H", "H", "H"], "coordinates": [[2.0178, -0.0466, 0.4552], [0.8285, 0.1272, -0.4358], [0.7898, 0.6625, -1.5345], [-0.2438, -0.5452, 0.0795], [-1.7599, -0.0226, 0.0617], [1.8271, -0.8075, 1.2881], [2.9701, 0.2219, 0.0858], [-2.1168, -0.1291, -1.3634], [-2.4713, -0.8520, 0.9694], [-1.8414, 1.3915, 0.3940]], "gap_ev": [9.0, 9.0], "lumo_energy_ev": [0.197, 0.165], "smiles": "C=[N+]([O-])O[SiH3]", "e_above_lowest_kcal_mol": 61.4, "mol_weight_g_mol": 91.14}

***

No. 10
{"formula": "C2H3Cl5", "method": "the ωB97M-V functional and the def2-TZVPD basis", "species": ["C", "Cl", "Cl", "Cl", "H", "C", "Cl", "Cl", "H", "H"], "coordinates": [[3.0989, 11.6681, 17.0046], [4.4000, 10.5868, 16.5008], [2.3046, 10.9337, 18.4219], [2.0404, 11.8581, 15.6625], [3.5291, 12.6373, 17.2570], [5.8735, 19.5575, 20.3619], [5.2146, 20.7487, 19.1311], [6.0190, 17.8927, 19.7647], [6.8334, 19.9178, 20.7317], [5.1869, 19.5211, 21.2077]], "gap_ev": 11.6, "lumo_energy_ev": 0.519, "smiles": "ClC(Cl)Cl.ClCCl", "e_above_lowest_kcal_mol": 5.8, "mol_weight_g_mol": 204.31}